{"formula": "C46H40GaN3O3P2S6", "method": "ωB97M-V/def2-TZVPD", "species": ["Ga", "O", "C", "S", "C", "C", "S", "S", "S", "O", "S", "O", "N", "C", "C", "C", "C", "C", "C", "C", "C", "N", "C", "C", "C", "C", "C", "C", "C", "H", "H", "H", "H", "H", "H", "H", "H", "H", "H", "H", "C", "S", "C", "C", "C", "N", "P", "C", "C", "C", "C", "C", "C", "C", "C", "C", "C", "C", "C", "P", "C", "C", "C", "C", "C", "C", "C", "C", "C", "C", "C", "C", "H", "H", "H", "H", "H", "H", "H", "H", "H", "H", "H", "H", "H", "H", "H", "H", "H", "H", "H", "H", "H", "H", "H", "H", "H", "H", "H", "H", "H"], "xyz": [[0.6717, 0.2384, -0.6860], [5.2034, -0.2486, 4.1181], [4.3445, -0.0200, 3.3209], [4.5917, 0.9399, 1.8522], [2.9365, 0.8794, 1.2749], [2.0662, 0.1809, 2.0332], [0.4000, -0.0553, 1.6399], [2.6762, -0.6002, 3.4740], [2.5367, 1.6757, -0.2153], [2.0995, -0.6293, -2.1543], [1.2090, -0.3357, -3.2850], [0.9378, -1.4204, -4.1723], [-0.0686, 0.2720, -2.5008], [-1.3691, 0.1619, -2.9229], [-1.7242, -0.0618, -4.2465], [-3.0606, -0.2326, -4.5633], [-4.0165, -0.2720, -3.5709], [-3.6921, -0.0529, -2.2241], [-4.7609, -0.2623, -1.2619], [-4.7284, -0.2843, 0.0707], [-3.5790, 0.1019, 0.9469], [-1.8628, 0.6361, -0.6420], [-2.3578, 0.2563, -1.9221], [1.7210, 1.0974, -4.2143], [1.8057, 2.3139, -3.5630], [1.9409, 3.4730, -4.3067], [1.9726, 3.4057, -5.6909], [1.8845, 2.1809, -6.3315], [1.7545, 1.0168, -5.5926], [-0.9612, -0.1271, -5.0040], [-3.3436, -0.3833, -5.5927], [-5.0439, -0.4902, -3.8230], [-5.6997, -0.5331, -1.7284], [-5.6352, -0.5495, 0.5971], [-3.5939, 1.2019, 0.9984], [1.7475, 2.3492, -2.4836], [2.0006, 4.4260, -3.8067], [2.0612, 4.3102, -6.2732], [1.8964, 2.1301, -7.4084], [1.6559, 0.0515, -6.0646], [-6.9390, 1.5376, 5.0986], [-6.1963, -0.0368, 5.6087], [-4.6489, 0.0257, 4.6547], [-4.8806, 0.1393, 3.1522], [-3.6909, -0.4224, 2.3773], [-2.2497, -0.2164, 0.4190], [-1.5525, 2.3704, -0.7274], [-3.2402, 3.0898, -0.5714], [-4.0275, 3.0251, -1.7190], [-5.3343, 3.4714, -1.6942], [-5.8597, 4.0115, -0.5324], [-5.0543, 4.1596, 0.5855], [-3.7462, 3.7139, 0.5632], [-0.7921, 2.8973, 0.8496], [-1.1940, 2.6129, 2.1517], [-0.4872, 3.1402, 3.2179], [0.6185, 3.9482, 3.0019], [1.0114, 4.2561, 1.7112], [0.3041, 3.7349, 0.6447], [-1.5723, -1.7578, -0.0615], [-3.0119, -2.8665, -0.3781], [-3.4001, -3.1008, -1.6923], [-4.4876, -3.9127, -1.9631], [-5.2135, -4.4742, -0.9264], [-4.8118, -4.2687, 0.3825], [-3.6965, -3.4977, 0.6536], [-0.8858, -2.7110, 1.3651], [0.0071, -3.6652, 0.8777], [0.7020, -4.4973, 1.7345], [0.5260, -4.3740, 3.1019], [-0.3608, -3.4328, 3.5960], [-1.0665, -2.6065, 2.7377], [-7.8800, 1.6154, 5.6299], [-7.1169, 1.5245, 4.0279], [-6.2839, 2.3569, 5.3799], [-4.1476, -0.9094, 4.8961], [-4.0426, 0.8516, 5.0265], [-5.0254, 1.1872, 2.8830], [-5.7905, -0.4063, 2.8954], [-3.7585, -1.5092, 2.3609], [-2.7683, -0.1336, 2.8849], [-3.6046, 2.6306, -2.6323], [-5.9399, 3.4079, -2.5855], [-6.8919, 4.3244, -0.4997], [-5.4417, 4.6293, 1.4786], [-3.1168, 3.8570, 1.4296], [-2.0330, 1.9606, 2.3386], [-0.7994, 2.9100, 4.2270], [1.1759, 4.3339, 3.8421], [1.8750, 4.8826, 1.5413], [0.6062, 3.9576, -0.3712], [-2.8429, -2.6426, -2.4979], [-4.7678, -4.1103, -2.9869], [-6.0766, -5.0876, -1.1410], [-5.3660, -4.7169, 1.1934], [-3.3471, -3.4043, 1.6713], [0.1639, -3.7280, -0.1946], [1.3964, -5.2265, 1.3429], [1.0859, -4.9979, 3.7836], [-0.4913, -3.3216, 4.6633], [-1.7093, -1.8511, 3.1551]], "forces_ev_per_a": [[0.3, 0.4, 1.1], [0.4, -0.1, 0.3], [-0.4, 0.1, -0.3], [0.0, 0.1, -0.2], [-0.1, -0.1, 0.5], [0.4, 0.2, -0.2], [0.2, 0.0, -0.9], [0.0, 0.0, 0.0], [-0.2, -0.3, -0.4], [-0.2, 0.2, -0.1], [-0.1, 0.0, -0.2], [-0.1, 0.1, -0.3], [1.4, -0.4, 0.7], [-0.7, -0.1, -0.2], [-0.1, 0.1, 0.1], [0.1, -0.1, 0.0], [0.0, 0.0, 0.2], [0.3, 0.1, -0.3], [-0.3, 0.0, 0.4], [0.0, 0.2, -0.2], [0.1, 0.0, 0.4], [0.5, 0.3, -0.2], [0.1, -0.2, -0.6], [-0.2, -0.4, 0.0], [0.1, 0.2, 0.2], [0.0, -0.1, 0.1], [0.0, -0.1, -0.1], [0.0, 0.0, -0.1], [0.0, -0.2, 0.0], [0.0, 0.0, -0.1], [-0.1, 0.0, -0.1], [-0.1, 0.0, 0.0], [-0.1, 0.0, 0.0], [-0.2, 0.0, 0.0], [0.0, -0.2, 0.2], [0.0, 0.1, -0.1], [0.0, 0.1, 0.1], [0.0, 0.1, 0.0], [0.0, 0.0, -0.1], [0.0, -0.1, -0.1], [0.3, -0.5, 0.1], [0.1, 0.1, 0.0], [-0.6, 0.0, 0.1], [0.2, -0.1, -0.1], [-0.1, 0.3, -0.2], [0.1, -0.2, 0.1], [-0.6, 0.6, 0.8], [0.3, 0.1, -0.2], [0.1, 0.1, 0.1], [-0.2, 0.0, -0.1], [-0.1, 0.0, 0.0], [-0.1, 0.1, 0.1], [0.0, 0.0, 0.0], [0.0, 0.1, -0.5], [0.1, 0.1, 0.1], [-0.3, -0.2, 0.1], [0.1, 0.1, -0.1], [0.0, 0.1, 0.2], [-0.3, 0.0, -0.1], [-0.4, -0.8, 0.5], [0.3, 0.1, -0.1], [0.1, 0.0, 0.1], [0.0, 0.0, -0.1], [0.0, 0.0, -0.1], [-0.1, -0.1, 0.1], [-0.1, 0.0, 0.0], [0.0, 0.0, -0.3], [-0.2, 0.1, -0.1], [0.1, -0.1, 0.1], [0.0, -0.1, 0.0], [-0.1, 0.1, 0.1], [0.0, -0.1, 0.0], [-0.1, 0.1, 0.0], [-0.1, 0.2, -0.1], [0.0, 0.2, 0.0], [0.1, -0.1, 0.0], [0.1, 0.0, 0.0], [-0.1, 0.1, 0.0], [0.0, 0.1, 0.0], [0.1, 0.0, 0.1], [0.0, -0.1, 0.0], [0.0, 0.0, -0.1], [-0.1, 0.0, -0.1], [-0.1, 0.1, 0.0], [-0.1, 0.0, 0.1], [0.0, 0.0, 0.0], [-0.1, -0.1, 0.0], [0.0, 0.0, 0.1], [0.0, 0.0, 0.1], [0.0, 0.0, 0.0], [0.1, 0.0, 0.0], [0.0, 0.0, -0.1], [0.0, 0.0, -0.1], [-0.1, -0.1, 0.0], [0.0, -0.1, 0.1], [0.0, 0.0, 0.1], [0.1, -0.1, 0.0], [0.0, 0.0, -0.1], [0.0, -0.1, 0.0], [0.0, 0.0, 0.1], [-0.1, 0.1, 0.0]], "de_lowest_kcal_mol": 93.86, "e_homo_ev": -7.09, "spin_multiplicity": 1, "gap_ha": 0.263, "lumo_energy_ev": 0.054}